Entry 1:
Molecular formula: C27H35I2N7ORu
Method: DFT, ωB97M-V/def2-TZVPD

Calculated values
E (eV): -59803.373
Energy relative to the best compared isomer or geometry (same formula, charge and spin) (kcal per mole): 0.0
2S+1: 6
⟨S²⟩: 8.78
HOMO energy (spin up / spin down) (eV): -15.954 / -16.348
Net charge: +3

Structure (XYZ):
```
73
Properties=species:S:1:pos:R:3:forces:R:3
Ru 2.295 0.110 1.229 0.1748 0.1802 -0.2141
C 1.647 3.728 0.388 -0.0236 -0.0032 -0.0100
C 2.216 2.778 1.400 -0.0106 -0.0303 0.0370
C 3.579 2.454 1.380 0.0179 -0.0076 0.0440
C 4.159 1.620 2.353 -0.0313 0.0180 0.0175
C 5.628 1.328 2.344 0.0072 -0.0143 -0.0114
C 3.332 1.103 3.364 -0.0270 0.0175 -0.0197
C 1.958 1.389 3.411 0.0620 -0.0288 -0.0195
C 1.101 0.885 4.531 -0.0055 -0.0149 0.0026
C 1.410 2.201 2.395 0.0377 0.0485 0.0227
H 2.059 4.726 0.550 0.0011 -0.0004 0.0017
H 0.564 3.802 0.475 0.0057 0.0054 -0.0029
H 1.907 3.434 -0.631 0.0066 0.0028 0.0050
H 4.213 2.874 0.608 -0.0078 -0.0048 -0.0098
H 6.134 2.007 3.034 0.0021 0.0045 -0.0002
H 6.060 1.477 1.356 0.0024 0.0032 0.0088
H 5.832 0.310 2.674 0.0117 0.0109 0.0020
H 3.767 0.472 4.130 -0.0081 -0.0126 -0.0041
H 1.039 1.654 5.304 -0.0008 -0.0013 0.0018
H 1.524 -0.009 4.985 -0.0034 0.0052 0.0048
H 0.088 0.667 4.194 0.0009 0.0020 0.0034
H 0.355 2.444 2.435 -0.0091 -0.0268 -0.0155
C 0.183 -6.118 1.682 -0.0354 0.0139 -0.0134
C 1.698 -6.224 1.809 0.0197 -0.0233 0.0175
C 2.398 -5.931 0.486 0.0081 0.0082 0.0034
C 2.241 -5.358 2.945 0.0450 0.1223 0.0225
N 2.026 -3.915 2.702 0.0383 0.0840 -0.0095
C 0.955 -3.148 2.954 -0.0370 -0.0404 -0.0270
N 1.208 -1.933 2.528 -0.1201 -0.0178 0.1378
N 2.457 -1.992 2.027 -0.2576 -0.1762 -0.0057
N 2.951 -3.174 2.115 0.2425 -0.0083 -0.0386
H -0.185 -6.835 0.950 0.0029 -0.0030 0.0037
H -0.123 -5.126 1.331 0.0033 -0.0100 0.0046
H -0.325 -6.325 2.626 0.0129 -0.0006 -0.0022
H 1.946 -7.244 2.114 -0.0012 -0.0013 -0.0064
H 2.158 -4.925 0.126 -0.0020 -0.0034 -0.0083
H 2.070 -6.636 -0.277 -0.0035 0.0014 0.0071
H 3.482 -6.009 0.572 -0.0054 -0.0034 0.0055
H 3.317 -5.466 3.065 -0.0078 -0.0517 -0.0159
H 1.759 -5.581 3.895 -0.0224 -0.0316 -0.0099
H 0.053 -3.493 3.430 0.0014 0.0122 0.0008
C -5.784 5.351 -6.050 0.0231 -0.0088 0.0252
C -5.478 4.412 -4.946 -0.0517 0.0363 -0.0096
C -4.289 3.640 -4.943 0.0441 -0.0341 0.0125
C -4.013 2.755 -3.944 -0.0067 0.0078 -0.0043
C -4.943 2.596 -2.875 0.0479 -0.0061 -0.0372
N -4.761 1.723 -1.866 0.0659 -0.0830 0.0817
C -3.743 0.721 -1.663 0.0246 0.1046 -0.0307
O -4.076 -0.401 -1.424 0.0198 -0.0420 0.0069
N -2.452 1.178 -1.707 -0.0460 -0.0040 -0.0706
C -1.367 0.284 -1.509 0.0110 0.0151 0.0738
C -1.306 -0.924 -2.195 0.0571 0.0259 0.0475
C -0.231 -1.760 -1.961 -0.0497 -0.0264 -0.0391
C 0.745 -1.368 -1.065 0.0317 0.0229 0.0330
N 0.689 -0.208 -0.399 -0.0582 0.0781 -0.0001
C -0.358 0.601 -0.611 -0.0237 -0.0968 -0.0332
C -6.148 3.366 -2.872 -0.0258 -0.0052 0.0196
C -6.397 4.245 -3.876 -0.0081 0.0010 0.0102
H -4.930 5.524 -6.699 0.0001 -0.0062 -0.0036
H -6.149 6.302 -5.658 -0.0196 -0.0049 -0.0144
H -6.598 4.934 -6.655 -0.0063 0.0194 -0.0027
H -3.598 3.751 -5.770 0.0034 -0.0091 0.0074
H -3.120 2.149 -3.983 0.0036 0.0000 -0.0047
H -5.569 1.514 -1.288 -0.0369 0.0497 -0.0346
H -2.279 2.170 -1.670 -0.0329 0.0060 0.0184
H -2.084 -1.204 -2.890 -0.0116 -0.0039 -0.0100
H -0.144 -2.706 -2.476 0.0086 0.0031 0.0078
H 1.605 -1.997 -0.872 0.0084 -0.0195 -0.0089
H -0.392 1.520 -0.039 -0.0027 0.0067 -0.0114
H -6.852 3.237 -2.059 -0.0051 0.0072 -0.0096
H -7.309 4.828 -3.869 0.0032 0.0004 -0.0036
I 4.290 -0.152 -0.981 -0.0511 -0.0883 0.0515
I 5.906 -2.100 -0.176 -0.0009 0.0299 0.0227
```
Forces are in eV/Å.

Results of the Löwdin charge analysis, in e, for atoms 1 through 4: number 1, Ru, carries 1.093; number 2, C, carries -0.024; number 3, C, carries -0.301; number 4, C, carries -0.084


Entry 2:
Molecular formula: C20H47N3O13S4
Method: DFT, ωB97M-V/def2-TZVPD

Calculated values
E (eV): -95928.546
Energy relative to the best compared isomer or geometry (same formula, charge and spin) (kcal per mole): 0.0
SMILES: CCOS(C)(=O)=O.CCOS(C)(=O)=O.CCOS(C)(=O)=O.CCOS(C)(=O)=O.CC#N.CC#N.CC#N.CCO
HOMO energy (eV): -10.821
Net charge: 0

Structure (XYZ):
```
87
Properties=species:S:1:pos:R:3:forces:R:3
C 1.942 20.339 3.516 -0.0066 -0.0259 -0.1898
C 3.213 21.105 3.831 -0.3500 -1.2127 -0.2168
O 2.970 22.090 4.858 0.4204 0.1694 -0.2067
S 2.814 23.590 4.354 0.2602 -0.3176 0.2798
C 4.398 23.944 3.676 -0.1881 0.3660 -0.5025
O 1.832 23.646 3.327 -0.1965 0.0188 -0.3415
O 2.668 24.346 5.549 -0.0820 0.2429 0.4149
H 1.274 20.934 2.897 -0.0938 -0.0344 0.0715
H 1.421 20.031 4.423 0.0272 0.1574 0.0753
H 2.200 19.421 2.981 0.0444 0.1090 -0.1310
H 3.950 20.399 4.213 0.1019 0.3117 0.3044
H 3.648 21.519 2.923 -0.0939 0.2754 0.0585
H 4.541 23.410 2.739 0.1000 -0.1645 0.0948
H 5.167 23.734 4.409 0.0717 -0.0360 0.0013
H 4.356 25.007 3.435 0.0974 0.0080 0.1376
C 2.252 16.656 0.311 -0.1715 -0.0826 -0.8248
C 1.378 16.102 1.406 0.4826 0.7039 0.3061
O 0.728 14.928 0.886 0.0791 0.0370 -0.0570
S -0.435 14.294 1.748 0.4804 -0.1812 -0.1265
C 0.481 13.312 2.878 -0.3464 -0.2181 0.2127
O -1.098 15.331 2.457 -0.3538 0.4863 0.4691
O -1.150 13.446 0.868 -0.2861 -0.3993 -0.3891
H 2.753 17.580 0.584 -0.1208 0.0191 0.2910
H 1.626 16.854 -0.564 0.0514 0.0458 0.0293
H 3.020 15.951 -0.010 -0.0221 -0.1044 0.1794
H 1.983 15.876 2.289 -0.0939 -0.3609 -0.0677
H 0.629 16.828 1.716 -0.1316 -0.0507 -0.1303
H 1.049 12.576 2.320 0.2190 0.1360 -0.0314
H -0.246 12.781 3.494 -0.0074 0.1256 0.0607
H 1.082 13.977 3.491 0.1874 -0.1359 0.0028
C 11.128 12.991 3.422 0.5108 0.1691 0.0192
C 9.746 13.335 2.964 -0.1932 0.3446 0.2488
O 9.227 12.202 2.235 -0.1202 -0.1173 0.1024
S 8.308 12.489 0.982 0.3713 0.3382 0.2706
C 6.966 13.355 1.689 -0.4288 0.2593 -0.0467
O 9.005 13.380 0.111 0.0905 0.2809 -0.2724
O 7.873 11.221 0.526 -0.1418 -0.4921 -0.1714
H 11.774 12.817 2.560 -0.0412 -0.2184 0.0456
H 11.121 12.124 4.080 0.0417 -0.0811 -0.0881
H 11.573 13.826 3.968 -0.1629 0.0229 0.0801
H 9.080 13.535 3.809 -0.0075 -0.1182 -0.0474
H 9.757 14.224 2.328 0.0368 -0.1303 -0.1495
H 7.283 14.281 2.159 0.1919 -0.0838 0.0926
H 6.465 12.715 2.410 -0.0944 -0.0076 -0.0581
H 6.317 13.630 0.859 -0.1370 -0.1873 0.0562
C 8.037 17.240 1.741 -0.2774 -0.0808 0.5714
C 7.307 17.391 3.065 0.5114 0.3393 -0.2440
O 6.392 16.280 3.258 0.0239 0.0705 -0.1034
S 4.859 16.629 3.349 0.1518 0.4942 0.6667
C 4.796 17.491 4.891 -0.0697 -0.3922 -0.1003
O 4.525 17.587 2.338 -0.0843 -0.1614 -0.3158
O 4.187 15.380 3.465 -0.1331 -0.1398 -0.2307
H 8.445 16.233 1.660 0.0523 0.0246 -0.1620
H 8.858 17.956 1.728 -0.0050 0.0253 -0.1738
H 7.345 17.435 0.925 0.1264 -0.0512 -0.1426
H 8.002 17.383 3.906 -0.0673 -0.2057 0.0360
H 6.777 18.343 3.089 -0.1132 -0.0809 -0.0035
H 3.754 17.730 5.091 0.0035 0.1740 -0.0653
H 5.419 18.375 4.788 -0.1084 0.1261 0.2094
H 5.164 16.808 5.650 0.1032 0.0613 0.0340
C 5.212 19.109 -0.811 -0.1216 0.0349 -0.5025
C 4.964 20.342 -0.080 0.3300 -0.0565 0.2066
N 4.761 21.323 0.480 -0.0364 0.0484 0.1449
H 6.166 19.138 -1.336 0.0325 0.2796 0.0794
H 4.429 19.054 -1.570 0.0278 -0.3408 0.0480
H 5.201 18.231 -0.170 -0.2525 0.0790 0.1546
C 6.235 15.652 8.084 -0.3492 0.2757 0.3597
C 6.943 14.861 7.101 0.1170 -0.1941 -0.2057
N 7.501 14.271 6.290 0.0395 -0.0059 -0.0406
H 6.837 16.516 8.363 -0.0199 0.0317 -0.0088
H 5.995 15.093 8.986 0.1907 -0.1732 -0.0526
H 5.285 15.991 7.674 0.0421 0.0585 -0.0426
C 5.706 22.230 7.222 -0.4059 -0.0177 -0.4531
C 6.120 21.572 5.982 -0.0007 0.1131 0.1291
N 6.394 21.082 4.981 0.0948 -0.1754 0.0204
H 4.871 22.887 6.963 0.0465 0.0477 0.1446
H 6.514 22.812 7.652 0.0767 -0.0562 0.0513
H 5.333 21.483 7.918 0.1161 0.0249 0.1166
C 10.270 20.413 -0.635 -0.2479 0.0290 0.3194
C 8.778 20.111 -0.598 0.3956 0.1170 -0.3911
O 8.071 20.843 -1.592 -0.1151 -0.0878 -0.0474
H 10.638 20.293 -1.652 0.0709 0.0745 -0.0145
H 10.823 19.738 0.020 -0.0165 -0.0166 -0.0063
H 10.450 21.430 -0.279 0.1177 0.0313 -0.1532
H 8.355 20.314 0.391 -0.0124 -0.1456 0.0602
H 8.640 19.063 -0.865 -0.2093 -0.0336 0.1695
H 8.260 21.781 -1.496 -0.0194 -0.0124 0.0819
```
Forces are in eV/Å.

Results of the Löwdin charge analysis, in e, for atoms 1 through 4: number 1, C, carries -0.056; number 2, C, carries -0.274; number 3, O, carries -0.257; number 4, S, carries 0.542


Entry 3:
Molecular formula: C23H26ClN3O3S3
Method: DFT, ωB97M-V/def2-TZVPD

Calculated values
E (eV): -79914.410
Energy relative to the best compared isomer or geometry (same formula, charge and spin) (kcal per mole): 0.0
SMILES: CCOc1ccc(CCNC(=O)CSc2nn(-c3ccc(C)c(Cl)c3)c(=S)s2)cc1OCC
HOMO energy (eV): -8.158
Net charge: 0

Structure (XYZ):
```
59
Properties=species:S:1:pos:R:3:forces:R:3
C 0.512 3.025 3.208 -0.1745 -0.3100 -0.2441
C -0.181 1.711 2.862 0.1883 0.0943 0.4135
O -0.701 1.700 1.550 -0.0245 0.0506 -0.5543
C 0.120 1.486 0.480 -0.1707 0.0942 -0.1157
C 1.474 1.189 0.565 -0.0485 0.1113 0.1267
C 2.212 0.860 -0.559 -0.0453 0.0490 -0.0628
C 1.617 0.822 -1.809 0.0506 0.1321 -0.0603
C 2.363 0.330 -3.016 -0.0221 -0.2723 0.1073
C 2.340 -1.206 -3.049 0.2188 0.0997 -0.2364
N 0.989 -1.715 -3.076 0.1537 0.2796 0.3547
C 0.507 -2.470 -4.075 -0.4711 -0.0914 0.3101
O 1.143 -2.829 -5.041 0.1522 -0.1737 -0.4325
C -0.944 -2.903 -3.866 -0.1583 0.2065 -0.1476
S -2.146 -1.526 -3.837 0.1146 -0.1644 -0.3556
C -2.312 -1.221 -2.142 -0.2381 0.1571 0.4734
N -1.469 -1.576 -1.242 0.2905 -0.3577 -0.9940
N -1.866 -1.243 0.006 -0.9019 0.3891 -0.0655
C -0.986 -1.567 1.054 0.6562 -0.2899 0.5556
C -1.410 -1.765 2.362 -0.1428 -0.0350 -0.0824
C -0.483 -2.068 3.343 0.1689 -0.0009 -0.1299
C 0.873 -2.197 3.068 0.0641 0.0308 -0.0625
C 1.868 -2.516 4.135 0.0039 -0.0168 -0.0104
C 1.267 -2.023 1.742 -0.4249 -0.0046 0.0808
Cl 2.933 -2.179 1.312 0.2587 -0.0231 -0.0693
C 0.364 -1.715 0.745 -0.1318 -0.0041 0.0548
C -3.044 -0.566 0.107 -0.1762 0.0649 -0.3274
S -3.768 0.037 1.436 -0.5390 0.3290 0.2059
S -3.724 -0.397 -1.524 0.4883 -0.5411 0.4843
C 0.280 1.177 -1.908 -0.0200 0.1149 0.2362
C -0.474 1.528 -0.797 0.0836 0.0289 0.0388
O -1.793 1.799 -1.046 0.4756 -0.2426 0.0812
C -2.447 2.843 -0.339 -0.2775 0.5505 0.3087
C -1.746 4.184 -0.500 -0.0781 -0.4126 -0.0836
H -0.182 3.852 3.081 -0.0438 0.0890 0.0115
H 1.372 3.195 2.565 0.0889 0.0502 -0.0102
H 0.845 3.000 4.242 0.0631 0.0247 0.1257
H -1.063 1.576 3.494 0.1453 -0.0703 -0.0367
H 0.486 0.854 3.019 -0.0987 0.0139 -0.0171
H 1.967 1.179 1.524 0.0136 -0.0023 0.1411
H 3.258 0.616 -0.449 0.1336 -0.0492 0.0237
H 1.902 0.714 -3.927 0.0481 0.0162 -0.0472
H 3.402 0.658 -2.984 0.0264 0.0451 -0.0435
H 2.839 -1.579 -3.945 0.0042 -0.0006 0.1458
H 2.852 -1.598 -2.163 0.0359 0.0278 -0.0870
H 0.364 -1.433 -2.332 -0.0395 -0.1408 -0.0836
H -1.053 -3.444 -2.927 -0.0007 -0.0661 -0.0110
H -1.244 -3.530 -4.705 0.0731 0.0344 0.0860
H -2.450 -1.683 2.621 0.0262 -0.0285 -0.0157
H -0.825 -2.211 4.356 -0.0297 -0.0323 0.1206
H 2.635 -1.743 4.182 0.0808 0.0014 0.0629
H 2.368 -3.458 3.914 0.0825 -0.0390 0.0580
H 1.384 -2.592 5.104 -0.0208 -0.0093 0.0740
H 0.708 -1.580 -0.265 0.0838 0.0284 -0.0324
H -0.216 1.191 -2.868 -0.0817 0.0006 -0.1293
H -2.550 2.589 0.720 -0.0592 0.0070 -0.2691
H -3.442 2.874 -0.793 0.0797 0.0084 0.0932
H -2.337 4.962 -0.025 -0.0452 0.1103 0.0652
H -0.762 4.158 -0.035 0.0921 0.0601 0.0590
H -1.626 4.423 -1.554 0.0195 0.0788 -0.0814
```
Forces are in eV/Å.

Results of the natural (NBO) charge analysis, in e, for atoms 1 through 4: number 1, C, carries -0.638; number 2, C, carries -0.060; number 3, O, carries -0.514; number 4, C, carries 0.237